A molecular structure, C26H80N6O13 in a non-equilibrium geometry. Source: the Open Molecules 2025 dataset; level of theory: ωB97M-V with the def2-TZVPD basis set.

```
125
Properties=species:S:1:pos:R:3:lowdin_charge:R:1
N 40.09300 37.83300 50.87100 0.2817
H 41.01100 37.62700 51.12900 -0.0084
H 39.80300 37.64800 50.05400 -0.0241
H 39.97000 38.93800 51.00300 0.2045
H 39.30700 37.35500 51.52700 0.1749
C 42.50100 35.32300 48.41800 -0.7114
O 43.81900 35.23700 48.42600 -0.0608
O 41.84200 34.68100 47.44200 0.1037
O 41.87900 35.99400 49.28200 -0.0691
H 42.56100 34.32600 46.94300 0.0747
C 45.03900 33.43300 52.97300 -0.0284
C 44.48800 33.50500 51.56500 -0.2786
C 42.94800 33.10500 51.42900 -0.2332
O 42.71100 31.87700 51.88400 -0.1223
C 43.00800 30.86900 51.03400 -0.1253
N 44.43900 34.96400 51.27600 -0.0127
H 45.02400 32.33600 53.09400 0.0923
H 44.49300 33.85300 53.70000 0.0225
H 46.10900 33.70000 53.05100 0.0954
H 44.88100 32.81300 50.85100 0.1177
H 42.61000 33.47400 50.53300 0.0842
H 42.26500 33.73800 52.24100 0.0563
H 42.29600 31.01500 50.12500 0.1045
H 42.93300 29.90500 51.43100 0.0578
H 44.14900 30.67200 50.76100 0.1282
H 43.69100 35.00300 50.51300 0.1027
H 45.32900 35.08800 50.78500 0.1042
C 37.84800 32.99800 50.45800 -0.0461
C 39.25900 33.46400 50.39800 -0.3694
C 39.98700 32.77400 49.13400 -0.1534
O 39.85600 31.41000 49.52200 -0.2368
C 40.35000 30.59400 48.44200 -0.0961
N 39.35700 34.91900 50.35200 0.0231
H 37.18200 33.08000 49.72600 0.0228
H 37.33100 33.40300 51.44800 0.1391
H 37.74700 31.95800 50.38900 0.0611
H 39.76400 33.15900 51.30200 0.1188
H 41.06500 33.15900 48.98600 0.1136
H 39.53900 32.87200 48.10800 0.1350
H 39.62900 30.57900 47.71300 0.0400
H 40.57600 29.37700 48.71300 0.1615
H 41.24500 31.17100 48.16400 0.0593
H 39.00600 35.22600 49.49300 0.0159
H 40.30000 35.21100 50.20000 0.0368
C 38.38700 35.88800 47.30600 -0.0245
C 37.74000 37.24200 47.69700 -0.4219
C 36.50000 37.72200 46.82500 -0.1840
O 36.82100 38.01200 45.45000 -0.2205
C 35.71100 38.42800 44.59500 -0.0888
N 37.39400 37.32900 49.07700 0.0499
H 37.89900 35.14900 47.89300 0.0552
H 39.35000 36.08000 47.64700 0.0186
H 38.40200 35.73600 46.17500 0.1166
H 38.50000 37.98300 47.38000 0.1262
H 36.15200 38.68600 47.19800 0.1127
H 35.67400 37.04400 46.85900 0.1087
H 35.19200 39.31700 44.97200 0.0683
H 34.94600 37.63900 44.81000 0.0865
H 35.90700 38.67400 43.50700 0.1042
H 36.60000 38.00900 49.06200 0.0919
H 36.85600 36.53400 49.30800 0.0607
C 46.71400 37.03200 51.49900 -0.1037
C 45.53800 36.93800 52.44400 -0.3645
C 45.44700 38.05200 53.50000 -0.2176
O 46.48100 37.82700 54.38200 -0.2079
C 46.58300 38.74900 55.48400 -0.1110
N 44.42200 37.07600 51.60400 -0.0508
H 46.94400 36.28800 50.85100 -0.0031
H 47.57100 36.72000 51.98500 0.0764
H 47.00800 37.85300 50.87800 0.0857
H 45.61200 35.85000 52.88100 0.1526
H 44.40600 37.80100 53.91100 0.1273
H 45.49700 39.13800 53.19900 0.1366
H 46.58200 39.80200 55.02800 0.0951
H 47.36700 38.39400 56.19500 0.0897
H 45.66800 38.87200 56.16500 0.0867
H 44.19600 36.14100 51.07900 -0.0152
H 44.36300 37.78900 50.95000 -0.2914
C 39.71500 35.19400 52.89900 -0.0689
C 41.07700 35.73200 52.85500 -0.3578
C 42.17800 34.78000 53.31500 -0.1714
O 41.95900 34.43700 54.65100 -0.1074
C 42.36000 35.51100 55.50300 -0.0539
N 41.39100 36.38400 51.61700 0.0140
H 39.62700 34.44900 51.98600 0.0474
H 38.90700 36.02000 52.61800 0.0937
H 39.26100 34.55500 53.85200 0.1538
H 41.03400 36.65900 53.54200 0.1568
H 43.05700 35.38900 53.10000 0.1434
H 42.11800 34.11900 52.73000 -0.0842
H 41.65100 36.25000 55.29600 0.0686
H 43.50100 35.61800 55.48100 0.1272
H 42.49700 35.14400 56.44100 0.0503
H 41.56200 35.69800 51.04900 -0.0037
H 42.19700 36.79000 51.68500 0.0179
C 43.96500 32.54800 45.11300 -0.1096
O 43.02000 32.18200 46.18600 -0.1308
H 44.42000 33.40500 45.10000 -0.0123
H 43.56000 32.31100 44.06900 0.1017
H 44.97800 31.89700 45.28500 0.1341
H 43.56300 31.59100 46.70300 0.0624
C 42.35500 38.36100 46.80900 -0.0579
O 41.15800 37.91600 47.64000 -0.2157
H 41.66100 38.68200 45.91200 0.1081
H 42.95700 37.39000 46.52200 0.1106
H 42.75000 39.06000 47.52800 0.0617
H 41.44400 36.97600 47.60700 0.0066
C 47.20200 35.11700 48.60700 -0.0713
O 46.26800 34.01400 48.35800 -0.1490
H 47.29800 35.41900 49.68800 0.0654
H 46.63800 35.78700 47.95300 0.0898
H 48.12200 34.83200 48.33900 0.0295
H 45.44500 34.21700 47.95600 -0.0044
C 44.96600 38.21600 49.55300 -0.1256
O 43.78400 38.08900 50.20900 -0.0529
H 45.03600 37.72600 48.48200 0.1236
H 45.90000 37.87100 50.30500 0.0985
H 45.14800 39.25100 49.34000 0.0743
H 43.22400 37.41700 49.68300 0.1381
C 41.14600 35.69100 43.87700 -0.2180
O 40.78300 36.76400 43.06900 -0.1221
H 41.89200 35.75700 44.55300 0.0034
H 41.47200 34.78100 43.27800 0.1053
H 40.42800 35.27100 44.64400 0.0835
H 40.53900 37.60200 43.65600 0.1462
```

The calculation puts the HOMO energy at -0.2443 Eh. The total energy comes out at -2343.90714 Ha. The frontier orbital gap comes out at 6.89 eV.